{"formula": "C3H6O2", "method": "ωB97M-V with the def2-TZVPD basis set", "relative_energy_ev": 3.883, "energy_ev": -7299.7949, "orbital_gap_ev": 9.822, "total_charge": 0, "species": ["O", "C", "C", "C", "O", "H", "H", "H", "H", "H", "H"], "xyz": [[1.67, -0.81, 0.99], [1.23, -1.02, -0.33], [0.08, -0.24, -0.82], [-1.52, 1.04, 0.07], [-0.18, 0.61, 0.14], [1.20, -0.04, 1.34], [2.02, -0.82, -1.07], [0.94, -2.07, -0.47], [-1.86, 0.65, -0.90], [-2.03, 0.59, 0.93], [-1.56, 2.11, 0.12]]}



{"formula": "C18H19O8", "method": "ωB97M-V with the def2-TZVPD basis set", "energy_ev": -35355.0285, "orbital_gap_ev": 5.305, "total_charge": -1, "species": ["C", "C", "C", "O", "O", "C", "O", "H", "H", "C", "C", "O", "C", "C", "C", "O", "O", "C", "C", "C", "C", "C", "C", "O", "C", "C", "C", "O", "H", "H", "H", "H", "H", "H", "H", "H", "H", "H", "H", "H", "H", "H", "H", "H", "H"], "xyz": [[2.05, 0.70, 2.80], [0.74, 0.75, 2.94], [0.37, 2.13, 3.26], [-0.77, 2.49, 3.43], [1.51, 2.87, 3.31], [2.57, 2.05, 3.05], [3.74, 2.34, 3.01], [2.63, -0.15, 2.48], [0.04, -0.06, 2.77], [-4.65, -2.18, 0.63], [-3.85, -0.94, 0.30], [-2.46, -1.11, 0.48], [-1.75, -0.32, -0.39], [-0.29, -0.29, -0.29], [0.37, -1.32, 0.50], [1.53, -1.19, 0.89], [-0.35, -2.46, 0.76], [0.48, -3.47, 1.26], [-0.30, -4.73, 1.53], [0.47, 0.66, -1.03], [1.89, 0.63, -1.06], [2.61, 1.46, -1.87], [1.97, 2.39, -2.72], [2.76, 3.13, -3.59], [2.05, 3.85, -4.57], [0.57, 2.48, -2.65], [-0.15, 1.64, -1.84], [-2.33, 0.36, -1.22], [-5.73, -1.99, 0.60], [-4.44, -2.98, -0.08], [-4.40, -2.54, 1.63], [-4.01, -0.64, -0.75], [-4.14, -0.09, 0.92], [1.26, -3.62, 0.50], [0.97, -3.08, 2.16], [0.34, -5.57, 1.81], [-1.03, -4.57, 2.33], [-0.86, -5.03, 0.64], [2.40, -0.08, -0.45], [3.68, 1.43, -1.90], [2.78, 4.32, -5.24], [1.42, 3.17, -5.15], [1.45, 4.64, -4.11], [0.05, 3.21, -3.23], [-1.22, 1.70, -1.83]]}



{"formula": "CH4N2O", "method": "ωB97M-V with the def2-TZVPD basis set", "relative_energy_ev": 4.471, "energy_ev": -6126.0365, "orbital_gap_ev": [10.311, 10.312], "smiles": "[H]/N=[N+](/C)[O-]", "total_charge": 0, "species": ["H", "N", "N", "C", "O", "H", "H", "H"], "xyz": [[1.54, 1.46, 0.62], [0.72, 0.97, 0.74], [0.53, 0.06, -0.08], [-0.85, -0.48, -0.07], [1.44, -0.54, -0.93], [-0.87, -0.92, 0.90], [-1.52, 0.47, -0.19], [-1.00, -1.02, -0.99]]}